(1)
Computed, not measured: C12H17N2OS2W as an isolated structure, with the ωB97M-V functional and the def2-TZVPD basis.

**E**: -41237.997 eV
**Highest occupied orbital energy**: -10.7 eV
**Total charge**: +1
**Energy relative to the best compared isomer or geometry (same formula, charge and spin)**: 0.000 eV
**Gap between HOMO and LUMO**: 7.14 eV

Last column: Mulliken charge in e.
Geometry (Å):
W  -0.30437  -0.18461  -1.34839  0.96
S  -2.22567  -1.61142  -0.73171  -0.11
S  -2.27646  1.17252  -1.12197  -0.32
O  0.10931  -0.45311  -2.94879  -0.62
N  1.32235  -0.99103  -0.03180  0.03
N  -4.00327  -0.25576  0.52574  -0.11
C  -2.90179  -2.37191  0.79552  -0.40
C  1.03316  -2.24439  0.69545  -1.02
C  2.35402  3.69311  0.02274  -0.51
C  1.65333  0.08343  0.95848  -0.84
C  -3.07742  -0.13116  -0.39082  0.38
C  1.64590  1.41684  0.26493  0.68
C  -4.23261  -1.63231  1.00019  -0.60
C  2.49810  -1.21954  -0.91588  -1.06
C  0.78604  1.52505  -0.83472  0.07
C  1.51233  3.83176  -1.07521  -0.70
C  2.42501  2.48201  0.69391  -0.85
C  0.73144  2.76303  -1.48747  -0.21
H  2.96174  4.52592  0.35072  0.40
H  0.16385  -2.10441  1.33743  0.24
H  0.88406  0.06031  1.73762  0.35
H  -4.51001  -1.61529  2.05164  0.38
H  1.88614  -2.53157  1.31693  0.39
H  -3.05147  -3.43631  0.63667  0.47
H  3.33571  -1.57896  -0.31316  0.40
H  -2.21632  -2.21527  1.62601  0.25
H  -4.55548  0.53256  0.83509  0.24
H  3.09390  2.36925  1.53942  0.42
H  1.46794  4.77479  -1.60392  0.41
H  0.08731  2.88172  -2.35294  0.44
H  -5.04130  -2.08479  0.42553  0.29
H  2.24541  -1.96290  -1.66907  0.37
H  2.60433  -0.16111  1.44215  0.46
H  2.76723  -0.28976  -1.40927  0.40
H  0.82756  -3.03669  -0.02106  0.34



(2)
Computed, not measured: a 2-piece molecular cluster, C10H20BrNO2 overall in a non-equilibrium geometry, with the ωB97M-V functional and the def2-TZVPD basis.

**E**: -86321.873 eV
**Highest occupied orbital energy**: -8.2 eV
**Gap between HOMO and LUMO**: 8.14 eV

Last column: natural (NBO) charge in e.
Geometry (Å):
Br  0.48621  -1.40614  3.66344  -0.46
O  -1.95043  -0.70597  2.61014  -0.73
O  -1.95089  -0.89959  4.85677  -0.62
N  0.54300  -0.52792  -0.75220  -0.22
C  0.31765  -1.93275  -1.23483  -0.21
C  -0.57009  -0.17993  0.23013  -0.25
C  1.85007  -0.45560  -0.04180  -0.41
C  0.49013  2.00867  2.07446  -0.62
C  -0.03328  2.31983  0.67539  -0.40
C  -0.66986  -1.78000  -2.37081  -0.42
C  -1.53438  -0.84147  3.74508  0.86
C  -0.17783  -0.51668  -3.09424  -0.42
C  -1.05994  1.25094  0.27559  -0.44
C  0.56616  0.29231  -2.01607  -0.22
H  -0.32824  1.97908  2.79249  0.23
H  -0.99802  0.04683  -3.53163  0.23
H  -1.40861  -0.82995  0.00003  0.23
H  0.95569  1.02574  2.08555  0.21
H  1.61005  0.43946  -2.27788  0.22
H  -1.83539  1.21992  1.04041  0.28
H  1.27684  -2.31085  -1.58623  0.21
H  0.12530  1.26184  -1.82875  0.24
H  1.81811  -1.13153  0.80934  0.26
H  -1.57470  1.52937  -0.65197  0.19
H  -0.52434  3.29317  0.63123  0.22
H  0.81006  2.38898  -0.02271  0.17
H  1.22622  2.72672  2.43732  0.21
H  0.50515  -0.76908  -3.90324  0.22
H  -1.67726  -1.63403  -1.98282  0.22
H  2.63903  -0.74793  -0.73030  0.21
H  -0.69174  -2.65601  -3.01369  0.24
H  -0.03198  -2.53506  -0.40055  0.25
H  -0.21200  -0.48350  1.21049  0.29
H  2.00932  0.56114  0.30184  0.23



(3)
Computed, not measured: a single C30H52Br3O4P molecule in a non-equilibrium geometry, with the ωB97M-V functional and the def2-TZVPD basis.

**E**: -259548.974 eV
**Highest occupied orbital energy**: -9.2 eV
**Gap between HOMO and LUMO**: 9.10 eV

Last column: Mulliken charge in e.
Geometry (Å):
Br  11.57051  -1.92901  1.94778  -0.16
Br  10.49418  -0.90066  -0.95917  -0.13
Br  7.61323  -1.76749  -2.93974  -0.09
P  5.44596  -2.31451  1.31535  1.14
O  4.19538  -3.37340  0.73963  -0.56
O  6.35511  -3.23327  2.19249  -0.71
O  4.83168  -1.13118  2.42160  -0.53
O  7.49076  0.75436  -0.43340  -0.46
C  3.84182  -0.48301  -0.49789  -0.76
C  9.10489  -0.95385  0.50263  -0.57
C  -10.62878  -2.24261  -0.59249  -0.64
C  -1.95404  2.92884  -0.96823  -0.53
C  -8.93572  0.50260  0.79984  -0.67
C  8.58372  -4.31124  -1.73979  -1.07
C  9.63208  -1.40086  1.78517  -0.01
C  0.58780  3.09554  -0.02693  -0.38
C  4.31194  3.03901  -0.22802  -0.69
C  -4.27654  2.55270  0.36316  -0.47
C  -3.34960  3.59313  -0.49674  -0.47
C  5.50253  2.37449  -1.10900  -0.54
C  5.41649  -0.34785  -0.74738  0.11
C  2.53914  -0.57064  -0.34733  -0.66
C  -9.25748  -2.05269  0.26899  -0.64
C  -12.09397  -4.31602  -1.38981  -1.03
C  6.42054  -1.50745  -0.13909  1.90
C  -11.52458  -3.51235  -0.09429  -0.35
C  6.56976  -2.48690  -1.40570  -0.80
C  -9.42427  -0.93153  1.43448  -0.61
C  7.13416  -3.97040  -1.09032  -0.25
C  1.91191  4.02469  -0.04907  -0.66
C  -7.35547  0.66543  1.12105  -0.50
C  7.58670  -0.50861  0.32868  -0.62
C  8.79691  -1.49193  3.14716  -0.69
C  -6.90561  2.21557  0.91141  -0.63
C  -0.65285  3.88606  -0.75362  -0.60
C  6.06043  1.09544  -0.28918  0.24
C  -5.75872  2.35219  -0.24831  -0.69
C  3.03658  3.52360  -1.14146  -0.60
H  7.68761  -1.22618  3.07151  -0.05
H  1.65596  5.14156  -0.20932  0.38
H  -5.77957  1.40618  -0.92672  0.26
H  -7.82267  2.84282  0.59163  0.35
H  -8.91722  -3.07766  0.68833  0.39
H  3.31905  4.35379  -1.88797  0.32
H  -4.37340  2.91234  1.45036  0.26
H  0.24052  2.96650  1.07848  0.26
H  -3.73841  1.51948  0.33414  0.20
H  -11.25663  -4.52249  -2.16385  0.29
H  9.37534  -0.87786  3.94738  0.39
H  -2.04258  2.75056  -2.11032  0.21
H  9.40901  -3.55896  -1.47943  0.21
H  -8.45458  -1.66584  -0.46750  0.25
H  -12.40459  -3.16654  0.56822  0.24
H  -6.77110  -0.03031  0.38881  0.22
H  -3.24199  4.56119  0.11124  0.30
H  -12.56991  -5.32250  -1.10739  0.32
H  2.36342  3.96541  1.02566  0.38
H  -6.51567  2.66956  1.91208  0.32
H  1.40016  -0.63384  -0.54562  0.41
H  6.35182  3.17235  -1.14434  0.28
H  -9.06057  0.47472  -0.34472  0.23
H  0.74080  2.03169  -0.43397  0.06
H  -8.72757  -1.19488  2.31433  0.32
H  6.39652  -4.73875  -1.56952  0.23
H  -3.97737  3.86639  -1.44197  0.29
H  7.18068  -0.13139  1.35882  0.36
H  2.58811  2.58556  -1.62994  0.25
H  -9.57066  1.35730  1.25501  0.39
H  -0.93549  4.85445  -0.16888  0.32
H  -10.84898  -4.20852  0.53078  0.29
H  7.20014  -4.25039  0.01896  0.26
H  -11.21109  -1.23800  -0.53262  0.29
H  -10.30897  -2.39563  -1.69800  0.32
H  4.71421  3.92647  0.41332  0.33
H  5.15524  2.11892  -2.18612  0.39
H  8.91144  -5.32025  -1.24953  0.37
H  3.84661  2.30397  0.54717  0.36
H  5.43795  -0.19690  -1.90485  0.29
H  -6.06794  3.23053  -0.92660  0.39
H  -7.13239  0.31482  2.20071  0.29
H  -1.72939  1.93432  -0.42732  0.28
H  5.77438  1.38901  0.80498  0.10
H  5.48720  -2.64099  -1.81632  0.64
H  8.52847  -4.55032  -2.87918  0.31
H  -10.53744  -0.84879  1.77152  0.33
H  4.14683  -3.32716  -0.24931  0.36
H  -12.87121  -3.62037  -1.90455  0.25
H  8.83451  -2.60367  3.49873  0.31
H  5.56283  -0.76887  2.97756  0.37
H  -0.24775  4.19822  -1.78681  0.23



(4)
Computed, not measured: a 2-piece molecular cluster, C18H21N5O7 overall in a non-equilibrium geometry, with the ωB97M-V functional and the def2-TZVPD basis.

**E**: -40778.128 eV
**Highest occupied orbital energy**: -8.3 eV
**Energy relative to the best compared isomer or geometry (same formula, charge and spin)**: 13.386 eV
**Gap between HOMO and LUMO**: 5.78 eV

Last column: natural (NBO) charge in e.
Geometry (Å):
O  1.36376  -0.38053  -2.08303  -0.36
O  -3.22798  3.82460  -1.82292  -0.11
O  2.09816  1.30923  0.89596  -0.61
O  -5.21091  1.03724  -4.29609  -0.33
O  4.12637  0.67325  1.60860  -0.51
O  0.22358  -1.90157  -3.19013  -0.37
O  -4.18289  -0.82831  -4.80693  -0.38
N  -1.91110  3.44313  -1.44355  -0.03
N  0.30735  -0.77760  -2.64434  0.49
N  -3.82756  2.93572  -2.68739  -0.01
N  -4.21217  0.29620  -4.25406  0.50
N  1.19336  -1.30454  1.06910  -0.50
C  2.62969  -3.20435  0.90979  -0.42
C  -1.80157  0.94350  0.57883  -0.46
C  -2.88289  1.97064  -2.88182  0.11
C  3.41036  -2.03951  1.50706  -0.39
C  -1.73817  2.25408  -2.08922  0.03
C  -0.78113  -0.98767  2.54916  -0.47
C  4.53020  1.98974  1.18791  -0.26
C  -0.74333  1.25071  -1.77513  -0.05
C  1.21595  -2.68574  0.60347  -0.19
C  -0.02848  -0.65847  1.27213  0.24
C  2.37877  -0.94159  1.80084  -0.12
C  -0.53048  0.24183  0.33457  -0.24
C  2.82328  0.45320  1.37972  0.80
C  -2.50785  0.72598  1.93762  -0.39
C  -3.01152  0.69239  -3.54707  0.01
C  -0.81943  0.10919  -2.64903  -0.01
C  -1.94398  -0.20630  -3.43960  -0.12
C  -1.59664  0.20815  3.04339  -0.39
H  4.47835  2.05940  0.09553  0.19
H  3.09653  -3.57667  -0.00669  0.22
H  2.56386  -4.03180  1.62344  0.21
H  -2.97857  1.66916  2.24166  0.22
H  2.18721  -0.87296  2.89086  0.19
H  0.44543  -3.29142  1.10796  0.17
H  -0.91445  1.00314  3.37069  0.20
H  5.55635  2.09213  1.53486  0.19
H  -2.19470  -0.08064  3.91512  0.21
H  -2.52576  0.63434  -0.19465  0.20
H  0.23385  0.46477  -0.40143  0.28
H  0.23259  1.71233  -1.57339  0.28
H  4.17631  -1.68179  0.80662  0.22
H  3.90379  -2.29574  2.44919  0.22
H  -1.45836  -1.83765  2.34760  0.21
H  -1.64610  2.02519  0.43348  0.22
H  -0.08226  -1.32272  3.33013  0.21
H  -1.97755  -1.15422  -3.97309  0.30
H  3.88029  2.74975  1.63324  0.20
H  -3.32380  0.00884  1.77693  0.20
H  1.00428  -2.71605  -0.47594  0.19



(5)
Computed, not measured: C22H25N3O3Zn as an isolated structure in a non-equilibrium geometry, with the ωB97M-V functional and the def2-TZVPD basis.

**E**: -82226.378 eV
**Highest occupied orbital energy (alpha / beta)**: -12.2 / -12.0 eV
**Total charge**: +2
**Energy relative to the best compared isomer or geometry (same formula, charge and spin)**: 0.307 eV
**Gap between HOMO and LUMO (alpha / beta)**: 4.25 / 3.97 eV

Last column: natural (NBO) charge in e.
Geometry (Å):
Zn  0.91088  1.58800  1.71468  1.71
O  -2.47250  3.68275  0.61470  -0.43
O  -0.57714  2.90643  1.48708  -0.76
O  0.25674  0.66155  0.10540  -0.87
N  -1.48831  1.99008  -0.47646  -0.47
N  1.54542  0.51028  3.31166  -0.63
N  2.92705  1.96461  1.55074  -0.61
C  4.99798  1.79480  2.76813  -0.20
C  3.63008  1.51261  2.63079  0.16
C  3.43458  0.16180  4.76670  -0.20
C  0.21126  1.04095  -2.16556  -0.54
C  -0.35459  1.23766  -0.83489  0.57
C  1.16757  -0.01609  -2.09887  -0.29
C  -2.96817  -3.04402  -2.15895  0.03
C  -2.62941  -4.08107  -4.39962  -0.58
C  4.93825  2.90187  0.62839  -0.22
C  2.86681  0.71082  3.60770  0.18
C  0.80668  -0.32864  4.07796  0.08
C  3.57901  2.58231  0.53717  0.08
C  -4.29029  -3.78955  -2.23827  -0.63
C  -2.77339  2.17023  -1.21933  -0.23
C  -3.30164  3.42033  -0.58584  -0.09
C  5.64858  2.52294  1.77288  -0.11
C  1.31747  -0.88956  5.25310  -0.23
C  -1.45327  2.84540  0.61398  0.94
C  2.64324  -0.61694  5.61127  -0.11
C  -2.21524  -3.04864  -3.32726  -0.13
C  -2.93760  -2.59641  -0.79328  -0.25
C  -1.21053  -2.67673  -4.22685  0.01
H  4.48260  0.37117  4.97341  0.24
H  -0.70576  0.62658  -2.64683  0.18
H  5.41360  3.44528  -0.18527  0.26
H  2.98194  2.82964  -0.34576  0.23
H  -4.03160  -4.83877  -2.27984  0.24
H  -3.46271  1.32564  -1.04504  0.20
H  0.67254  -1.51517  5.86688  0.26
H  -2.60586  -5.07133  -3.95597  0.29
H  -3.60819  -3.82972  -4.80148  0.29
H  -3.49160  -1.57607  -0.73355  0.21
H  -2.53052  2.24639  -2.27843  0.24
H  -1.93867  -4.09929  -5.26295  0.30
H  -0.21161  -0.52791  3.73032  0.22
H  5.50907  1.43729  3.65942  0.24
H  -3.18610  4.26833  -1.26440  0.22
H  0.55489  -0.80252  -1.69306  0.12
H  -4.89447  -3.61135  -1.35833  0.26
H  -4.81984  -3.51804  -3.13619  0.22
H  -1.09055  -1.66221  -4.61163  0.27
H  -0.18330  -2.93575  -3.92921  0.27
H  6.69859  2.78146  1.89406  0.25
H  1.48066  -0.60662  -2.94539  0.16
H  -4.33509  3.35140  -0.24153  0.23
H  -1.97391  -2.19817  -0.46985  0.19
H  3.06641  -1.00802  6.53345  0.25



(6)
Computed, not measured: a 2-piece molecular cluster, C6H14NO overall in a non-equilibrium geometry, with the ωB97M-V functional and the def2-TZVPD basis.

**E**: -9976.147 eV
**Highest occupied orbital energy**: -13.1 eV
**Total charge**: +1
**Energy relative to the best compared isomer or geometry (same formula, charge and spin)**: 4.098 eV
**Gap between HOMO and LUMO**: 9.61 eV

Last column: natural (NBO) charge in e.
Geometry (Å):
O  -1.05251  -1.97677  -0.52547  -0.66
N  -2.74823  -0.26140  -0.00698  -0.81
C  2.35911  0.42080  1.10667  -0.71
C  -0.32728  0.41418  -0.67010  -0.28
C  1.65613  -0.24671  -0.06737  0.13
C  -0.31608  1.74385  0.06801  -0.67
C  -1.03272  -0.70390  0.06804  0.34
C  2.01784  -1.33664  -0.68733  -0.46
H  -0.96751  -0.73759  1.09720  0.21
H  -0.21099  0.41697  -1.73470  0.25
H  3.06154  -1.86441  -0.68082  0.25
H  -1.11319  -1.96804  -1.44093  0.49
H  1.34984  -1.74915  -1.44153  0.20
H  -3.09053  0.55566  0.54006  0.44
H  2.20129  1.53599  1.02140  0.23
H  -1.23794  2.33674  -0.15902  0.21
H  -0.41056  1.62060  1.17493  0.22
H  -3.14823  -1.13839  0.19067  0.43
H  -2.86571  0.06377  -0.96572  0.42
H  3.46330  0.21891  1.00708  0.27
H  0.60386  2.43016  0.00653  0.26
H  1.80858  0.22536  2.09938  0.24



(7)
Computed, not measured: a single C3H4N2O molecule in a non-equilibrium geometry, with the ωB97M-V functional and the def2-TZVPD basis.

**E**: -8201.891 eV
**Highest occupied orbital energy**: -11.1 eV
**Energy relative to the best compared isomer or geometry (same formula, charge and spin)**: 1.995 eV
**Gap between HOMO and LUMO**: 11.80 eV

Last column: natural (NBO) charge in e.
Geometry (Å):
O  0.16154  -0.36450  -0.73297  -0.52
N  2.25131  0.26133  -0.13582  -0.62
N  -3.04875  -0.72714  0.71456  -0.29
C  -2.08729  -0.26673  0.26511  0.24
C  1.21793  -0.40393  0.14622  0.38
C  -0.97084  0.42097  -0.44401  -0.16
H  3.00156  0.09115  0.53612  0.35
H  1.13908  -1.07451  1.01121  0.15
H  -1.40769  0.73353  -1.40220  0.24
H  -0.69849  1.33524  0.09332  0.22